[1]
C59H181N11O26 | ωB97M-V with the def2-TZVPD basis set

Calculated values
Gap between HOMO and LUMO: 8.34 eV
HOMO energy: -8.43 eV
Calculated total energy: -133725.237 eV
Total charge: 0

Element x y z (Å)
C 5.730 0.831 -6.804
C 6.429 -0.284 -6.171
C 5.475 -1.300 -5.528
O 4.684 -2.110 -6.455
C 3.566 -2.866 -5.858
N 7.233 -1.005 -7.120
H 4.882 1.264 -6.273
H 5.549 0.617 -7.857
H 6.350 1.728 -6.770
H 7.131 0.146 -5.456
H 4.868 -0.693 -4.856
H 5.990 -2.002 -4.872
H 3.995 -3.664 -5.252
H 2.741 -3.087 -6.535
H 3.031 -2.179 -5.202
H 7.649 -1.826 -6.704
H 6.665 -1.570 -7.735
C 2.893 5.182 -1.001
C 3.105 5.456 -2.543
C 2.576 4.229 -3.426
O 3.071 4.255 -4.738
C 2.836 3.108 -5.513
N 2.285 6.597 -2.955
H 3.717 4.674 -0.500
H 1.941 4.673 -0.854
H 2.940 6.158 -0.517
H 4.160 5.566 -2.791
H 1.493 4.117 -3.466
H 2.858 3.270 -2.992
H 1.790 2.800 -5.523
H 3.395 2.213 -5.239
H 3.250 3.290 -6.505
H 1.302 6.462 -2.765
H 2.515 6.710 -3.932
C -6.697 -0.873 1.742
C -6.371 -0.745 0.287
C -6.002 -2.086 -0.339
O -5.502 -1.687 -1.719
C -4.278 -2.391 -1.996
N -7.601 -0.212 -0.280
H -7.518 -1.572 1.905
H -7.024 0.097 2.116
H -5.768 -1.218 2.196
H -5.564 -0.040 0.092
H -6.897 -2.692 -0.476
H -5.293 -2.591 0.318
H -3.404 -1.986 -1.486
H -4.125 -2.288 -3.070
H -4.435 -3.437 -1.731
H -8.406 -0.746 0.014
H -7.392 -0.465 -1.235
C -3.105 2.441 -3.331
C -2.197 3.674 -3.482
C -1.551 4.197 -2.133
O -0.917 5.387 -2.236
C -0.500 6.003 -1.031
N -1.272 3.417 -4.510
H -2.600 1.569 -2.916
H -3.419 2.153 -4.334
H -3.885 2.723 -2.624
H -2.860 4.469 -3.827
H -0.769 3.525 -1.779
H -2.354 4.168 -1.396
H -0.128 5.236 -0.351
H -1.304 6.558 -0.548
H 0.252 6.759 -1.254
H -0.901 2.483 -4.409
H -0.423 3.948 -4.376
C -6.319 1.097 -4.418
C -7.505 0.149 -4.393
C -8.041 -0.089 -5.833
O -8.819 1.035 -6.197
C -9.185 0.961 -7.567
N -7.028 -1.190 -4.066
H -6.563 2.107 -4.749
H -5.528 0.808 -5.111
H -5.917 1.373 -3.444
H -8.099 0.697 -3.662
H -8.542 -1.028 -6.068
H -7.115 -0.054 -6.407
H -9.656 0.056 -7.951
H -8.299 1.001 -8.201
H -9.731 1.853 -7.872
H -6.516 -1.090 -3.201
H -6.255 -1.372 -4.690
C 0.250 -7.198 3.806
C -0.469 -6.733 5.110
C 0.345 -6.600 6.428
O 1.266 -7.726 6.429
C 2.632 -7.347 6.489
N -1.190 -5.503 4.771
H 0.793 -6.395 3.308
H -0.446 -7.479 3.016
H 0.919 -8.035 4.005
H -1.143 -7.578 5.255
H -0.249 -6.785 7.323
H 0.927 -5.686 6.547
H 2.861 -6.709 5.635
H 3.273 -8.164 6.157
H 2.971 -6.882 7.415
H -0.424 -4.933 4.442
H -1.724 -5.118 5.537
C -1.036 1.954 0.887
C -2.101 0.935 0.406
C -1.624 -0.535 0.429
O -0.759 -0.973 -0.696
C -0.162 -2.205 -0.422
N -3.083 1.107 1.461
H -0.586 1.595 1.812
H -1.286 3.006 1.029
H -0.268 1.970 0.114
H -2.566 1.174 -0.550
H -2.560 -1.090 0.375
H -1.152 -0.753 1.387
H 0.699 -2.033 0.224
H 0.268 -2.677 -1.305
H -0.915 -2.841 0.044
H -4.061 0.908 1.304
H -3.063 2.054 1.812
C 4.910 1.156 -2.796
C 5.437 0.599 -1.504
C 6.914 0.708 -1.352
O 7.529 0.021 -2.427
C 8.797 0.615 -2.838
N 4.860 1.320 -0.364
H 4.771 2.236 -2.739
H 4.116 0.558 -3.242
H 5.734 1.051 -3.502
H 5.206 -0.448 -1.307
H 7.387 0.242 -0.488
H 7.204 1.756 -1.411
H 9.100 -0.112 -3.592
H 9.533 0.540 -2.037
H 8.748 1.634 -3.225
H 4.959 0.768 0.476
H 3.857 1.343 -0.474
C 2.382 7.254 4.681
C 2.739 7.005 3.199
C 4.012 6.170 2.976
O 4.192 6.018 1.591
C 5.172 6.959 1.115
N 1.575 6.452 2.479
H 1.927 6.390 5.166
H 1.666 8.073 4.756
H 3.155 7.556 5.387
H 2.793 7.971 2.696
H 3.814 5.179 3.384
H 4.833 6.515 3.604
H 5.505 6.525 0.172
H 6.058 6.914 1.748
H 4.758 7.944 0.898
H 1.291 5.521 2.747
H 2.000 6.173 1.606
C 6.499 -6.485 1.982
C 4.998 -6.125 2.148
C 4.533 -4.712 2.713
O 3.716 -3.872 2.020
C 2.357 -4.070 2.331
N 4.447 -6.218 0.754
H 7.068 -6.449 2.912
H 7.036 -5.876 1.255
H 6.630 -7.537 1.732
H 4.478 -6.952 2.631
H 5.464 -4.147 2.759
H 4.166 -4.895 3.723
H 2.081 -4.110 3.384
H 1.942 -4.951 1.842
H 1.778 -3.281 1.850
H 3.468 -5.991 0.655
H 4.964 -5.520 0.237
C 9.642 -3.868 -1.237
C 8.299 -4.560 -1.225
C 7.070 -3.698 -1.791
O 5.768 -4.303 -1.506
C 4.728 -3.436 -1.814
N 8.444 -5.849 -1.962
H 9.951 -3.775 -2.278
H 10.466 -4.444 -0.815
H 9.712 -2.943 -0.665
H 7.961 -4.875 -0.238
H 7.215 -3.597 -2.866
H 7.044 -2.691 -1.374
H 4.886 -3.007 -2.803
H 4.615 -2.671 -1.047
H 3.803 -4.010 -1.765
H 7.639 -6.427 -1.769
H 9.280 -6.295 -1.612
C -4.954 4.896 0.016
O -4.267 4.261 1.078
H -5.852 5.457 0.274
H -4.184 5.606 -0.285
H -5.256 4.261 -0.817
H -4.589 4.444 1.964
C -4.288 -6.208 1.271
O -4.303 -5.682 -0.070
H -5.020 -7.014 1.216
H -3.287 -6.537 1.551
H -4.556 -5.473 2.029
H -3.931 -6.304 -0.699
C -7.894 2.879 -0.875
O -7.760 2.344 0.353
H -7.684 3.947 -0.815
H -7.304 2.392 -1.652
H -8.882 2.649 -1.273
H -7.828 1.387 0.334
C -3.185 -4.865 -4.273
O -1.960 -5.395 -4.623
H -3.204 -3.798 -4.495
H -3.959 -5.230 -4.948
H -3.542 -4.976 -3.249
H -1.827 -5.354 -5.573
C -3.647 0.599 7.018
O -3.296 1.029 8.332
H -3.621 -0.490 6.985
H -4.625 0.934 6.672
H -2.814 0.986 6.432
H -2.688 1.766 8.235
C -9.535 1.423 3.460
O -10.449 0.441 3.095
H -8.795 1.587 2.677
H -10.040 2.378 3.607
H -8.966 1.258 4.375
H -11.258 0.474 3.611
C -1.943 6.487 2.640
O -0.972 7.127 3.300
H -1.677 5.436 2.753
H -2.898 6.556 3.161
H -2.072 6.744 1.589
H -0.121 6.871 2.936
C 1.930 3.023 3.493
O 0.960 3.643 2.810
H 2.288 3.688 4.279
H 1.638 2.077 3.948
H 2.740 2.643 2.870
H 0.129 3.227 3.053
C -6.411 2.898 3.604
O -6.328 1.874 4.578
H -5.764 2.687 2.753
H -7.393 3.232 3.272
H -6.095 3.817 4.098
H -6.732 2.133 5.409
C 0.243 -0.202 5.855
O 1.216 -0.615 6.782
H 0.558 -0.627 4.902
H -0.670 -0.764 6.051
H 0.051 0.871 5.885
H 0.705 -1.009 7.493
C 0.246 -0.133 -3.749
O -0.070 0.619 -2.593
H -0.641 -0.282 -4.364
H 0.970 0.453 -4.316
H 0.579 -1.149 -3.537
H -0.392 0.021 -1.914
C -3.184 -0.815 4.319
O -2.354 0.265 3.947
H -2.763 -1.293 5.204
H -4.155 -0.432 4.631
H -3.392 -1.639 3.636
H -2.531 0.426 3.017
C 0.666 -5.813 -1.640
O 0.521 -5.306 -0.343
H 1.711 -5.567 -1.831
H 0.770 -6.896 -1.708
H 0.065 -5.406 -2.454
H -0.229 -5.652 0.147
C 4.670 -0.602 2.622
O 4.084 -1.178 1.412
H 4.217 0.345 2.918
H 4.528 -1.187 3.531
H 5.688 -0.291 2.387
H 3.868 -2.099 1.580
C -1.939 3.128 5.172
O -1.348 2.527 4.068
H -1.636 4.164 5.328
H -3.027 3.136 5.105
H -1.659 2.630 6.101
H -1.588 1.597 4.074

=====

[2]
C3H4IN | ωB97M-V with the def2-TZVPD basis set

Calculated values
Gap between HOMO and LUMO (alpha / beta): 6.23 / 6.53 eV
HOMO energy (alpha / beta): -5.89 / -10.31 eV
ΔE to the lowest compared entry with this formula, charge and spin: 31.10 kcal/mol
Spin multiplicity: 3
Calculated total energy: -12760.494 eV
Total charge: 0
⟨S²⟩: 2.005

Element x y z (Å)
C -0.137 -2.164 0.510
C -0.233 0.226 -0.288
C 0.586 -1.010 0.074
N -0.597 -3.097 0.952
I 1.873 -1.846 -1.383
H -1.103 0.304 0.245
H 0.230 1.221 -0.175
H -0.587 0.302 -1.348
H 1.600 -0.930 1.052

=====

[3]
CH4BNO2 | ωB97M-V with the def2-TZVPD basis set

Calculated values
Gap between HOMO and LUMO: 10.55 eV
HOMO energy: -11.05 eV
ΔE to the lowest compared entry with this formula, charge and spin: 57.99 kcal/mol
Calculated total energy: -7358.890 eV
Total charge: 0
SMILES string: BC[N+](=O)[O-]

Element x y z (Å)
B 0.200 0.080 -0.672
C -0.554 0.020 0.668
N -2.005 0.029 0.134
O -2.486 -0.996 -0.296
O -2.567 1.140 0.118
H 1.253 0.452 -0.482
H -0.220 0.172 -1.835
H -0.432 -0.901 1.201
H -0.630 0.852 1.389

=====

[4]
C10H16F18N5O13S6 | ωB97M-V with the def2-TZVPD basis set

Calculated values
Gap between HOMO and LUMO: 7.14 eV
HOMO energy: -6.98 eV
ΔE to the lowest compared entry with this formula, charge and spin: 0.69 kcal/mol
Calculated total energy: -158617.843 eV
Total charge: -1

Element x y z (Å)
N 0.200 -0.345 0.985
H -0.670 0.167 1.000
H 0.040 -1.202 0.476
H 0.387 -0.594 1.946
H 0.925 0.252 0.612
C 0.586 0.453 -3.063
C -0.715 0.560 -3.861
C -1.274 1.951 -3.537
O -0.331 2.910 -4.014
C -0.673 4.277 -3.932
N -0.209 0.464 -5.330
H 0.024 -0.484 -5.589
H -0.849 0.788 -6.041
H 0.691 0.913 -5.428
H 1.302 1.246 -3.281
H 1.116 -0.487 -3.212
H 0.298 0.435 -2.012
H -1.527 -0.162 -3.776
H -1.509 2.191 -2.500
H -2.218 2.061 -4.070
H -0.825 4.520 -2.880
H -1.616 4.578 -4.388
H 0.067 5.039 -4.178
C -3.365 -0.960 -0.959
F -2.852 -1.306 -2.126
F -2.808 0.222 -0.649
F -4.641 -0.886 -1.038
S -2.800 -2.219 0.397
O -2.890 -1.512 1.660
O -3.789 -3.326 0.264
N -1.171 -2.539 -0.072
S -1.185 -4.110 -0.216
O -1.029 -4.860 1.047
O -2.123 -4.571 -1.227
C 0.511 -4.517 -1.001
F 1.485 -4.062 -0.215
F 0.482 -5.865 -1.140
F 0.505 -3.881 -2.233
C 1.305 3.711 1.602
F 2.495 3.599 2.312
F 0.387 2.991 2.193
F 0.898 4.981 1.508
S 1.467 3.005 -0.215
O 0.092 2.935 -0.749
O 2.314 3.840 -1.048
N 1.949 1.366 0.189
S 3.430 1.386 -0.253
O 3.638 1.500 -1.670
O 4.217 2.306 0.485
C 4.059 -0.438 0.234
F 5.382 -0.487 -0.005
F 3.922 -0.633 1.572
F 3.358 -1.420 -0.320
C -1.144 1.262 5.424
F -0.281 0.746 6.271
F -2.358 1.487 5.986
F -0.649 2.397 4.916
S -1.530 -0.019 4.004
O -2.448 -1.158 4.470
O -2.129 0.826 3.056
N 0.070 -0.551 3.675
S 0.426 -1.559 4.753
O 1.801 -1.410 5.190
O -0.427 -1.856 5.851
C 0.533 -3.193 3.778
F 0.827 -4.263 4.448
F -0.601 -3.341 3.140
F 1.445 -3.147 2.779

=====

[5]
C5H10O | ωB97M-V with the def2-TZVPD basis set

Calculated values
Gap between HOMO and LUMO: 10.60 eV
HOMO energy: -9.49 eV
ΔE to the lowest compared entry with this formula, charge and spin: 32.32 kcal/mol
Calculated total energy: -7393.364 eV
Total charge: 0
SMILES string: C=CCCOC

Element x y z (Å)
C 2.165 1.869 -0.407
C 1.122 1.158 -0.823
C 0.635 -0.110 -0.179
C -0.614 0.171 0.664
O -1.188 -0.980 1.236
C -1.922 -1.756 0.325
H 2.778 1.542 0.432
H 2.450 2.801 -0.887
H 0.531 1.527 -1.663
H 0.400 -0.854 -0.953
H 1.410 -0.541 0.465
H -1.364 0.708 0.056
H -0.339 0.824 1.499
H -2.451 -2.519 0.902
H -1.282 -2.260 -0.415
H -2.662 -1.145 -0.218

=====

[6]
C5H13BrN | ωB97M-V with the def2-TZVPD basis set

Calculated values
Gap between HOMO and LUMO (alpha / beta): 5.84 / 7.16 eV
HOMO energy (alpha / beta): -9.02 / -14.97 eV
ΔE to the lowest compared entry with this formula, charge and spin: 17.40 kcal/mol
Spin multiplicity: 3
Calculated total energy: -76915.588 eV
Total charge: +1
⟨S²⟩: 2.005

Element x y z (Å)
C 0.283 0.733 -1.619
C -0.934 2.027 0.887
C 1.070 -2.071 0.765
C 0.337 0.063 -0.256
C -0.838 0.521 0.713
N 0.358 -1.439 -0.357
Br -2.483 -0.323 -0.196
H -0.609 0.590 -2.200
H 1.235 0.820 -2.155
H 0.118 1.869 -1.332
H -1.270 2.564 0.004
H 0.132 2.105 1.024
H -1.462 2.126 1.826
H 0.515 -1.765 1.669
H 1.118 -3.057 0.497
H 2.002 -1.631 0.712
H 1.200 0.373 0.243
H -0.923 0.009 1.642
H 0.704 -1.727 -1.343
H -0.553 -1.787 -0.523

=====

[7]
C5H4KO6 | ωB97M-V with the def2-TZVPD basis set

Calculated values
Gap between HOMO and LUMO (alpha / beta): 4.42 / 6.52 eV
HOMO energy (alpha / beta): -5.28 / -7.38 eV
Spin multiplicity: 2
Calculated total energy: -33859.001 eV
Total charge: 0
⟨S²⟩: 0.754

Element x y z (Å)
O 1.381 -1.589 1.173
C 2.410 -2.544 0.888
C 2.496 -2.503 -0.635
O 1.211 -1.999 -1.013
C 0.664 -1.403 0.056
H 3.333 -2.230 1.386
H 2.100 -3.526 1.268
H 2.635 -3.488 -1.092
H 3.269 -1.809 -0.991
K -4.058 0.146 0.091
O -1.371 -0.953 -1.017
O -1.218 -0.541 1.162
C -0.700 -0.946 0.068
O 2.163 2.201 -0.346
O 3.981 3.638 -0.383
C 3.112 2.873 -0.314

=====

[8]
C17H33AsCrN3OS | ωB97M-V with the def2-TZVPD basis set

Calculated values
Gap between HOMO and LUMO (alpha / beta): 8.68 / 8.80 eV
HOMO energy (alpha / beta): -10.66 / -11.07 eV
ΔE to the lowest compared entry with this formula, charge and spin: 0.00 kcal/mol
Spin multiplicity: 5
Calculated total energy: -124773.243 eV
Total charge: +1
⟨S²⟩: 6.023

Element x y z (Å)
Cr 1.444 0.212 0.158
O 2.267 -1.274 1.187
N 3.359 -1.054 1.928
C 3.819 -2.098 2.652
C 4.932 -1.970 3.431
C 5.589 -0.736 3.463
C 5.103 0.309 2.720
C 3.957 0.158 1.926
S 3.282 1.430 0.976
H 3.238 -3.001 2.548
H 5.281 -2.817 4.001
H 6.474 -0.604 4.071
H 5.583 1.277 2.721
C -3.747 -3.275 -0.132
C -2.342 -3.793 0.140
N -1.294 -3.021 -0.536
C -0.968 -3.389 -1.915
C -1.703 -2.565 -2.973
C -0.735 -1.938 0.023
C -1.055 -1.623 1.456
N 0.090 -1.141 -0.602
H -4.477 -3.864 0.423
H -3.997 -3.342 -1.190
H -3.850 -2.232 0.173
H -2.248 -4.822 -0.207
H -2.141 -3.811 1.208
H -1.212 -4.444 -2.022
H 0.115 -3.317 -2.043
H -2.725 -2.915 -3.108
H -1.196 -2.641 -3.934
H -1.748 -1.511 -2.694
H -0.745 -2.437 2.110
H -2.124 -1.460 1.596
H -0.524 -0.723 1.758
H 0.251 -1.407 -1.566
C -1.000 1.504 -2.970
C -0.338 2.687 -2.273
As 0.151 2.272 -0.432
C -1.596 2.121 0.435
C -2.494 3.348 0.341
C 0.855 3.961 0.266
C 0.474 5.212 -0.518
H -1.162 1.722 -4.026
H -1.971 1.271 -2.529
H -0.382 0.607 -2.908
H -0.996 3.554 -2.258
H 0.577 2.983 -2.788
H -1.388 1.874 1.478
H -2.079 1.244 -0.003
H -2.060 4.204 0.857
H -3.460 3.143 0.806
H -2.686 3.637 -0.692
H 1.938 3.854 0.314
H 0.506 4.014 1.299
H 0.858 5.179 -1.537
H 0.903 6.092 -0.038
H -0.604 5.359 -0.571

=====

[9]
C8H11ISi | ωB97M-V with the def2-TZVPD basis set

Calculated values
Gap between HOMO and LUMO: 9.34 eV
HOMO energy: -8.95 eV
ΔE to the lowest compared entry with this formula, charge and spin: 2.37 kcal/mol
Calculated total energy: -24451.313 eV
Total charge: 0
SMILES string: Cc1ccc([SiH2]I)c(C)c1

Element x y z (Å)
C 2.715 -1.022 1.550
C 1.527 -0.761 0.708
C 0.798 -1.795 0.224
C -0.323 -1.544 -0.515
C -0.769 -0.284 -0.631
Si -2.895 0.142 -1.461
I -4.463 -0.305 0.414
C -0.083 0.856 -0.185
C -0.524 2.263 -0.327
C 1.117 0.613 0.550
H 3.050 -0.040 1.895
H 2.480 -1.506 2.445
H 3.487 -1.452 0.822
H 1.225 -2.787 0.186
H -0.765 -2.302 -1.168
H -2.820 -0.800 -2.430
H -3.529 1.385 -1.968
H 0.285 2.966 -0.217
H -1.075 2.571 -1.316
H -1.194 2.504 0.415
H 1.756 1.299 1.008

=====

Copy entry 7 word for word.
C5H4KO6 | ωB97M-V with the def2-TZVPD basis set

Calculated values
Gap between HOMO and LUMO (alpha / beta): 4.42 / 6.52 eV
HOMO energy (alpha / beta): -5.28 / -7.38 eV
Spin multiplicity: 2
Calculated total energy: -33859.001 eV
Total charge: 0
⟨S²⟩: 0.754

Element x y z (Å)
O 1.381 -1.589 1.173
C 2.410 -2.544 0.888
C 2.496 -2.503 -0.635
O 1.211 -1.999 -1.013
C 0.664 -1.403 0.056
H 3.333 -2.230 1.386
H 2.100 -3.526 1.268
H 2.635 -3.488 -1.092
H 3.269 -1.809 -0.991
K -4.058 0.146 0.091
O -1.371 -0.953 -1.017
O -1.218 -0.541 1.162
C -0.700 -0.946 0.068
O 2.163 2.201 -0.346
O 3.981 3.638 -0.383
C 3.112 2.873 -0.314

=====

What is the total charge in the second record?
0

=====

Repeat the second record exactly.
C3H4IN | ωB97M-V with the def2-TZVPD basis set

Calculated values
Gap between HOMO and LUMO (alpha / beta): 6.23 / 6.53 eV
HOMO energy (alpha / beta): -5.89 / -10.31 eV
ΔE to the lowest compared entry with this formula, charge and spin: 31.10 kcal/mol
Spin multiplicity: 3
Calculated total energy: -12760.494 eV
Total charge: 0
⟨S²⟩: 2.005

Element x y z (Å)
C -0.137 -2.164 0.510
C -0.233 0.226 -0.288
C 0.586 -1.010 0.074
N -0.597 -3.097 0.952
I 1.873 -1.846 -1.383
H -1.103 0.304 0.245
H 0.230 1.221 -0.175
H -0.587 0.302 -1.348
H 1.600 -0.930 1.052